Record 1
# C5H12CoO3

A structure of composition C5H12CoO3 at a distorted geometry (ωB97M-V/def2-TZVPD, OMol25).

<S²>	6.004
energy relative to the best compared isomer or geometry (same formula, charge and spin)	262.7	kJ/mol
total charge	+1
HOMO energy (spin up / spin down)	-0.37760 / -0.54321	Eh
spin multiplicity	5

XYZ file:
```
21
Properties=species:S:1:pos:R:3:forces:R:3:lowdin_charge:R:1
C -2.723 -0.473 -0.032 0.2 0.1 0.0 -0.03
H -2.396 0.109 -0.901 0.1 0.0 0.3 0.11
H -2.289 -1.476 -0.083 -0.1 0.3 0.1 0.10
H -2.455 0.008 0.917 0.1 -0.1 -0.3 0.11
O -4.148 -0.631 -0.101 0.1 -1.6 -0.4 -0.33
C -4.903 0.410 0.322 -3.0 -0.8 -1.6 -0.05
H -4.731 0.633 1.385 -0.7 0.1 -0.3 0.14
H -4.905 1.251 -0.383 0.1 0.1 0.5 0.13
O -6.367 -2.645 -1.400 -1.2 2.9 -1.1 -0.20
C -6.572 -1.489 -1.894 1.3 -3.1 -1.4 -0.04
C -6.710 -0.274 0.154 1.6 2.3 3.4 -0.13
O -6.675 -1.415 1.009 0.6 0.7 -0.3 -0.43
C -7.869 -1.679 1.730 -0.9 -0.1 0.3 -0.05
Co -5.398 -2.808 0.286 1.2 -0.7 0.7 0.86
H -7.508 -1.301 -2.449 0.1 0.1 0.7 0.13
H -5.681 -0.900 -2.184 -0.5 0.2 0.6 0.12
H -7.676 -0.267 -0.376 0.8 -0.4 -1.7 0.13
H -7.076 0.586 0.741 0.2 0.0 0.6 0.12
H -7.642 -2.422 2.502 -0.1 0.1 -0.3 0.11
H -8.228 -0.756 2.205 0.1 -0.2 -0.1 0.11
H -8.634 -2.059 1.037 0.1 0.0 0.3 0.11
```
Forces are in eV/Å.

Record 2
# C3H5NO2

An isolated molecule of C3H5NO2 (ωB97M-V/def2-TZVPD, OMol25).

energy relative to the best compared isomer or geometry (same formula, charge and spin)	327.1	kJ/mol
total charge	0
HOMO energy	-0.35030	Eh
spin multiplicity	1
SMILES string	N[C@@H]1O[C@]12CO2

XYZ file:
```
11
Properties=species:S:1:pos:R:3:forces:R:3:lowdin_charge:R:1
N 1.801 -0.246 -0.180 0.0 -0.1 0.1 0.09
C 0.632 0.350 -0.627 0.1 0.3 0.1 -0.18
O 0.057 1.485 0.351 0.3 -0.1 -0.8 0.07
C -0.614 0.340 0.069 0.0 -0.5 -0.3 -0.59
C -1.567 -0.587 0.624 -0.1 -0.3 0.3 -0.01
O -1.873 0.274 -0.502 -0.3 0.0 -0.1 0.04
H 1.931 -0.087 0.811 0.1 -0.2 -0.1 0.10
H 2.626 -0.007 -0.715 -0.2 0.1 0.2 0.09
H 0.584 0.488 -1.710 0.0 0.6 0.4 0.16
H -1.445 -1.636 0.355 -0.1 0.1 0.2 0.12
H -2.132 -0.374 1.525 0.1 0.1 0.0 0.11
```
Forces are in eV/Å.

Record 3
# C32H41Cl3IN8O5PRbS2

A structure of composition C32H41Cl3IN8O5PRbS2 (ωB97M-V/def2-TZVPD, OMol25).

energy relative to the best compared isomer or geometry (same formula, charge and spin)	86.9	kJ/mol
total charge	-1
HOMO energy	-0.15713	Eh
spin multiplicity	1

XYZ file:
```
94
Properties=species:S:1:pos:R:3:forces:R:3:lowdin_charge:R:1
Rb 0.051 -0.393 -0.851 -0.5 -0.1 -0.5 0.71
C -0.080 2.520 -5.459 0.0 -0.1 0.0 -0.01
C 0.221 2.199 -4.022 -0.2 -0.1 0.1 -0.28
N -0.625 2.233 -3.067 0.0 0.0 0.0 0.12
N -1.933 2.459 -3.486 0.1 0.1 0.1 -0.05
C -2.905 2.863 -2.637 -0.1 0.0 0.0 -0.91
N -4.160 2.507 -3.075 0.1 0.0 0.0 0.08
S -2.675 3.774 -1.277 0.1 0.1 0.0 0.67
C 1.578 1.646 -3.741 0.1 0.1 0.0 -0.28
C 2.690 2.446 -3.544 0.0 -0.1 0.0 -0.04
C 3.917 1.814 -3.396 0.0 0.0 0.0 -0.06
C 3.975 0.436 -3.483 0.0 0.0 0.0 -0.06
C 2.802 -0.281 -3.681 0.0 0.0 0.1 -0.10
N 1.617 0.316 -3.803 -0.1 0.0 -0.1 0.13
H -0.777 3.354 -5.545 0.0 0.0 0.0 0.08
H -0.514 1.644 -5.953 0.0 0.0 0.0 0.09
H 0.843 2.752 -5.988 0.0 0.0 0.0 0.08
H -2.221 1.963 -4.317 0.0 -0.1 0.0 0.12
H -4.251 1.594 -3.494 0.0 0.0 0.0 0.03
H -4.891 2.761 -2.432 0.0 0.0 0.0 0.07
H 2.589 3.521 -3.469 0.0 0.0 0.0 0.08
H 4.809 2.392 -3.189 0.0 0.0 0.0 0.11
H 4.904 -0.096 -3.336 0.0 0.0 0.0 0.11
H 2.800 -1.367 -3.717 0.0 0.0 0.0 0.10
C 4.713 -1.349 5.854 0.0 0.0 0.1 -0.07
C 4.354 -1.096 4.414 0.0 0.0 -0.1 -0.29
C 3.023 -0.969 4.018 0.0 0.0 0.0 -0.05
C 2.688 -0.755 2.690 0.0 -0.1 0.0 -0.08
C 3.686 -0.656 1.727 -0.1 -0.2 0.1 -0.24
C 5.013 -0.782 2.105 0.0 0.1 0.0 -0.05
C 5.339 -0.998 3.438 0.0 0.0 0.0 -0.05
S 3.205 -0.494 0.004 0.4 0.3 0.2 0.47
O 4.457 -0.230 -0.693 0.1 -0.2 0.0 -0.34
O 2.280 0.644 0.050 0.5 0.2 0.1 -0.50
N 2.439 -1.757 -0.350 0.0 0.0 -0.1 -0.30
C 2.935 -2.802 -1.224 0.1 0.0 0.2 -0.21
C 1.845 -3.245 -2.244 0.0 -0.1 -0.2 -0.73
O 2.248 -3.587 -3.375 0.0 0.1 0.2 -0.07
O 0.649 -3.236 -1.837 -0.1 0.2 0.2 -0.15
H 3.855 -1.181 6.506 0.0 0.0 0.0 0.07
H 5.520 -0.694 6.186 0.0 0.0 0.0 0.07
H 5.045 -2.379 6.007 0.0 0.0 0.0 0.08
H 2.237 -1.039 4.764 0.0 0.0 0.0 0.11
H 1.646 -0.684 2.392 0.0 0.0 0.0 0.09
H 5.780 -0.699 1.347 0.0 0.0 0.0 0.10
H 6.382 -1.089 3.724 0.0 0.0 0.0 0.11
H 3.207 -3.684 -0.622 -0.1 -0.1 -0.1 0.11
H 3.844 -2.500 -1.752 -0.1 0.0 -0.1 0.09
I 2.767 4.946 -0.404 0.0 0.0 0.0 0.88
C 1.704 3.630 0.815 0.0 -0.1 0.0 -0.71
C 2.276 3.125 1.968 0.0 0.0 0.0 -0.14
C 1.534 2.229 2.716 0.0 0.1 0.0 -0.07
C 0.267 1.882 2.275 0.0 0.0 0.0 -0.15
N -0.292 2.383 1.175 0.1 -0.1 0.0 0.08
C 0.427 3.235 0.447 0.0 0.0 -0.1 -0.24
H 3.284 3.394 2.252 0.0 0.0 0.0 0.10
H 1.950 1.767 3.601 0.0 0.0 0.0 0.10
H -0.312 1.133 2.807 0.0 0.0 0.0 0.09
H -0.032 3.596 -0.466 0.0 0.0 0.0 0.03
Cl -5.925 -0.633 -4.093 0.0 0.0 0.0 0.60
C -4.746 -1.734 -3.320 0.1 0.0 -0.6 -1.61
Cl -4.646 -3.234 -4.256 0.0 0.0 0.0 0.64
Cl -5.234 -2.063 -1.687 -0.1 -0.1 0.5 0.66
C -3.439 -1.076 -3.343 0.1 0.0 0.1 -0.38
N -2.420 -0.549 -3.351 -0.1 0.0 -0.2 0.24
C -5.403 1.934 0.776 0.0 0.0 0.0 -0.05
C -4.266 1.167 1.461 0.0 -0.1 0.0 -0.58
C -4.808 0.013 2.315 0.0 0.0 0.0 -0.04
C -3.420 2.112 2.317 0.0 0.0 0.0 -0.04
C -3.406 0.584 0.422 0.3 0.1 0.0 -0.18
N -2.700 0.122 -0.356 -0.5 -0.1 -0.1 0.14
H -6.063 2.352 1.540 0.0 0.0 0.0 0.09
H -5.992 1.276 0.136 0.0 0.0 0.0 0.08
H -4.999 2.750 0.175 0.0 0.0 0.0 0.04
H -5.417 0.420 3.124 0.0 0.0 0.0 0.09
H -3.984 -0.556 2.748 0.0 0.0 0.0 0.08
H -5.428 -0.662 1.724 0.0 0.0 0.0 0.08
H -4.068 2.590 3.054 0.0 0.0 0.0 0.09
H -2.935 2.871 1.704 0.0 0.0 0.0 0.06
H -2.639 1.558 2.838 0.0 0.0 0.0 0.08
C 0.476 -3.743 1.322 0.1 0.0 0.2 -0.16
P -1.035 -2.875 1.720 -0.1 0.0 -0.2 0.51
C -1.765 -3.712 3.155 0.1 0.0 0.0 -0.18
C -2.141 -3.258 0.341 0.1 0.0 0.0 -0.18
O -0.896 -1.407 1.965 0.1 0.1 0.0 -0.42
H 0.305 -4.822 1.330 0.0 0.0 0.0 0.06
H 1.250 -3.477 2.044 0.0 0.0 0.0 0.06
H 0.801 -3.444 0.318 -0.1 0.0 0.0 0.02
H -1.942 -4.769 2.955 0.0 0.0 0.0 0.05
H -2.707 -3.229 3.417 0.0 0.0 0.0 0.04
H -1.078 -3.618 3.997 0.0 0.0 0.0 0.05
H -2.377 -4.324 0.321 0.0 0.0 0.0 0.06
H -1.628 -3.013 -0.594 0.0 0.0 0.0 0.03
H -3.055 -2.670 0.429 0.0 0.0 0.0 0.02
```
Forces are in eV/Å.

Record 4
# C5H5NO

An isolated molecule of C5H5NO at a distorted geometry (ωB97M-V/def2-TZVPD, OMol25).

energy relative to the best compared isomer or geometry (same formula, charge and spin)	378.1	kJ/mol
total charge	0
HOMO energy	-0.34516	Eh
spin multiplicity	1
SMILES string	N#C[C@@H]1C[C@@H]1C=O

XYZ file:
```
12
Properties=species:S:1:pos:R:3:forces:R:3:lowdin_charge:R:1
N 0.332 -1.635 -2.140 0.0 1.0 0.5 0.16
C 0.258 -0.631 -1.568 0.1 -0.8 -0.5 -0.20
C 0.159 0.587 -0.785 -0.1 0.2 -0.3 -0.28
C 1.096 0.724 0.389 -0.3 -0.4 0.2 -0.08
C -0.387 0.422 0.609 -1.5 -0.1 -0.8 -0.16
C -1.187 -1.189 0.882 0.8 4.6 -1.3 -0.11
O -2.279 -1.425 0.479 1.5 -0.4 0.9 0.11
H -0.103 1.469 -1.356 0.1 0.0 -0.1 0.14
H 1.862 -0.040 0.519 -0.2 0.0 -0.1 0.11
H 1.475 1.736 0.580 -0.4 -0.5 0.2 0.11
H -0.973 1.238 1.015 -0.1 0.1 -0.2 0.11
H -0.253 -1.256 1.375 0.1 -3.7 1.5 0.10
```
Forces are in eV/Å.

Record 5
# C4H6O2

A structure of composition C4H6O2 at a distorted geometry (ωB97M-V/def2-TZVPD, OMol25).

energy relative to the best compared isomer or geometry (same formula, charge and spin)	194.5	kJ/mol
total charge	0
HOMO energy	-0.38429	Eh
spin multiplicity	1

XYZ file:
```
12
Properties=species:S:1:pos:R:3:forces:R:3:lowdin_charge:R:1
C 1.519 -0.396 0.012 -0.3 0.3 0.1 -0.04
C 0.030 -0.247 0.385 -0.4 1.7 -0.2 -0.16
C -1.028 1.052 0.250 0.7 0.2 -0.4 -0.09
O -1.878 0.196 -0.502 -0.3 0.1 -0.5 0.03
C -0.941 -0.801 -0.604 -0.3 -0.4 -0.2 -0.48
O -0.932 -1.675 -1.420 0.0 0.3 0.6 0.14
H 2.220 -0.378 0.855 -0.4 0.2 -0.1 0.07
H 1.694 -1.349 -0.517 -0.4 0.3 0.3 0.09
H 1.798 0.389 -0.700 0.1 0.0 0.1 0.08
H -0.307 -0.103 1.393 0.6 -2.4 1.2 0.12
H -0.554 1.875 -0.269 -0.3 0.2 -0.6 0.11
H -1.623 1.438 1.117 1.0 -0.5 -0.3 0.13
```
Forces are in eV/Å.

- Which value of energy relative to the best compared isomer or geometry (same formula, charge and spin) does entry 2 give?
  327.1 kJ/mol